Record 1
DFT (ωB97M-V/def2-TZVPD) results for a molecular structure, C18H28CsF10MgN3O13S2Si.

XYZ file:
```
77
Properties=species:S:1:pos:R:3
C -1.179 3.571 -1.775
Si -2.240 4.811 -2.779
C -1.168 6.322 -3.253
C -2.653 3.929 -4.438
O -3.749 5.217 -2.087
C -3.836 4.907 -0.691
C -4.592 3.509 -0.476
C -3.683 2.394 0.061
C -3.118 2.494 1.415
C -2.203 1.371 1.818
O -1.612 1.428 3.077
C -1.920 0.290 0.871
N -2.496 0.259 -0.383
C -2.165 -0.835 -1.331
C -0.581 -0.747 -1.578
O -0.063 0.603 -1.554
C -3.339 1.242 -0.816
H -0.088 3.812 -1.983
H -1.321 2.525 -2.182
H -1.305 3.624 -0.653
H -0.553 6.616 -2.358
H -1.806 7.162 -3.646
H -0.421 6.023 -4.049
H -3.064 2.904 -4.172
H -1.766 3.834 -5.114
H -3.510 4.479 -4.921
H -4.525 5.682 -0.239
H -2.867 4.992 -0.126
H -5.095 3.155 -1.422
H -5.457 3.675 0.264
H -3.361 3.359 2.072
H -1.064 2.241 3.065
H -1.202 -0.512 1.195
H -2.520 -1.821 -0.933
H -2.671 -0.675 -2.325
H -0.399 -1.175 -2.609
H -0.070 -1.401 -0.816
H 0.940 0.624 -1.342
H -3.795 1.224 -1.841
O 2.544 0.834 -1.469
H 2.741 1.727 -1.179
Mg -0.222 2.129 0.337
C 0.784 -6.877 0.512
C 0.495 -7.337 -0.901
O -0.782 -6.839 -1.341
C -0.793 -5.591 -1.813
O 0.169 -4.879 -1.888
C -2.197 -5.216 -2.286
F -3.148 -5.599 -1.419
F -2.492 -5.790 -3.463
F -2.343 -3.886 -2.454
H -0.029 -7.160 1.183
H 1.713 -7.316 0.877
H 0.873 -5.789 0.559
H 0.433 -8.425 -0.931
H 1.287 -7.041 -1.591
C 2.584 -2.253 1.196
F 1.291 -2.065 0.928
F 2.683 -3.488 1.765
F 3.214 -2.349 -0.017
S 3.300 -0.938 2.255
O 2.536 -1.006 3.466
O 3.131 0.274 1.484
N 4.772 -1.526 2.325
S 5.759 -0.620 3.190
O 5.523 -0.601 4.606
O 6.123 0.645 2.613
C 7.249 -1.668 2.979
F 7.605 -1.812 1.668
F 7.065 -2.931 3.448
F 8.312 -1.178 3.608
N 4.648 0.852 7.250
O 5.701 1.203 7.794
O 3.569 0.960 7.853
O 4.670 0.386 6.092
Cs 5.046 -2.860 0.677
F -7.300 2.915 0.138
```

The energy above the lowest of the compared OMol25 structures with the same formula, charge and spin comes out at 98.2 kcal/mol. The HOMO-LUMO gap is 0.0657 hartree.

How positive or negative is each atom? The Mulliken charges in e answer that: number 1, C, carries -0.05; number 2, Si, carries 0.33; number 3, C, carries -1.02; number 4, C, carries -0.96; number 5, O, carries -0.45; number 6, C, carries -0.33; number 7, C, carries -1.11; number 8, C, carries 0.56; number 9, C, carries 0.06; number 10, C, carries -0.42; number 11, O, carries -0.43; number 12, C, carries -0.43; number 13, N, carries 0.48; number 14, C, carries -0.94; number 15, C, carries 0.01; number 16, O, carries -0.24; number 17, C, carries -0.22; number 18, H, carries 0.62; number 19, H, carries 0.08; number 20, H, carries -0.55; number 21, H, carries 0.31; number 22, H, carries 0.30; number 23, H, carries 0.32; number 24, H, carries 0.24; number 25, H, carries 0.33; number 26, H, carries 0.32; number 27, H, carries 0.35; number 28, H, carries 0.30; number 29, H, carries 0.44; number 30, H, carries 0.35; number 31, H, carries 0.47; number 32, H, carries 0.42; number 33, H, carries 0.44; number 34, H, carries 0.38; number 35, H, carries 0.28; number 36, H, carries 0.37; number 37, H, carries -0.03; number 38, H, carries 0.15; number 39, H, carries 0.35; number 40, O, carries -0.89; number 41, H, carries 0.17; number 42, Mg, carries 1.04; number 43, C, carries -0.83; number 44, C, carries -0.23; number 45, O, carries -0.32; number 46, C, carries 0.42; number 47, O, carries -0.51; number 48, C, carries 0.84; number 49, F, carries -0.26; number 50, F, carries -0.26; number 51, F, carries -0.20; number 52, H, carries 0.31; number 53, H, carries 0.38; number 54, H, carries 0.07; number 55, H, carries 0.32; number 56, H, carries 0.31; number 57, C, carries 0.47; number 58, F, carries -0.02; number 59, F, carries -0.27; number 60, F, carries -0.34; number 61, S, carries 1.14; number 62, O, carries -0.65; number 63, O, carries -0.49; number 64, N, carries -0.52; number 65, S, carries 1.08; number 66, O, carries -0.44; number 67, O, carries -0.66; number 68, C, carries 0.54; number 69, F, carries -0.22; number 70, F, carries -0.23; number 71, F, carries -0.19; number 72, N, carries 0.93; number 73, O, carries -0.58; number 74, O, carries -0.56; number 75, O, carries -0.40; number 76, Cs, carries 0.85; number 77, F, carries -0.85

Record 2
DFT (ωB97M-V/def2-TZVPD) results for a molecular structure, C47H42N5O4PSnTe.

XYZ file:
```
101
Properties=species:S:1:pos:R:3
Sn -0.510 1.467 -0.986
O -1.729 2.901 -1.959
C -2.583 3.013 -2.933
C -3.621 3.964 -2.799
C -4.522 4.200 -3.807
C -4.450 3.504 -5.018
C -3.461 2.566 -5.169
C -2.528 2.286 -4.153
C -1.587 1.230 -4.457
N -0.740 0.672 -3.680
C 0.020 -0.438 -4.258
C 1.028 -0.998 -3.271
N 0.463 -1.486 -1.993
C -0.816 -1.507 -1.793
C -1.516 -1.803 -0.567
C -1.486 -3.041 0.083
C -2.378 -3.299 1.096
C -3.298 -2.308 1.464
C -3.325 -1.081 0.851
C -2.405 -0.782 -0.167
O -2.343 0.408 -0.730
H -3.672 4.506 -1.864
H -5.299 4.941 -3.659
H -5.159 3.695 -5.811
H -3.389 2.005 -6.094
H -1.674 0.863 -5.490
H 0.595 -0.109 -5.130
H -0.650 -1.231 -4.611
H 1.734 -0.223 -2.968
H 1.592 -1.820 -3.720
H -1.421 -1.172 -2.624
H -0.806 -3.813 -0.250
H -2.377 -4.259 1.593
H -3.995 -2.509 2.268
H -4.003 -0.303 1.171
C -2.367 3.104 1.537
Te -0.549 4.186 1.171
C -1.926 5.813 1.012
C -3.047 5.457 1.954
C -3.850 6.413 2.560
C -4.868 6.028 3.422
C -5.085 4.683 3.679
C -4.285 3.722 3.075
C -3.264 4.102 2.215
H -2.192 2.203 2.119
H -2.773 2.816 0.564
H -2.270 5.858 -0.022
H -1.445 6.756 1.265
H -3.673 7.464 2.366
H -5.482 6.779 3.901
H -5.870 4.380 4.359
H -4.441 2.671 3.283
C 3.471 2.486 2.750
N 2.235 1.730 2.779
C 1.650 1.379 3.960
C 0.445 0.795 3.998
C -0.273 0.570 2.744
O -1.391 0.049 2.738
N 0.332 0.960 1.577
C 1.561 1.528 1.565
O 2.130 1.900 0.536
H 3.941 2.418 3.730
H 3.282 3.535 2.511
H 4.138 2.080 1.993
H 2.221 1.606 4.852
H -0.024 0.517 4.929
N 1.352 -1.430 -0.958
P 2.272 -2.577 -0.367
C 2.722 -3.855 -1.561
C 1.698 -4.574 -2.183
C 1.993 -5.510 -3.159
C 3.315 -5.738 -3.521
C 4.336 -5.031 -2.907
C 4.043 -4.088 -1.931
C 1.613 -3.394 1.090
C 1.053 -2.547 2.047
C 0.466 -3.079 3.179
C 0.440 -4.456 3.361
C 0.996 -5.302 2.413
C 1.583 -4.772 1.271
C 3.760 -1.748 0.189
C 4.556 -2.323 1.178
C 5.750 -1.720 1.539
C 6.143 -0.541 0.918
C 5.342 0.042 -0.052
C 4.144 -0.555 -0.417
H 0.665 -4.406 -1.902
H 1.195 -6.064 -3.634
H 3.547 -6.471 -4.282
H 5.365 -5.210 -3.188
H 4.843 -3.533 -1.459
H 1.028 -1.476 1.878
H 0.004 -2.418 3.901
H -0.028 -4.873 4.244
H 0.970 -6.374 2.557
H 2.017 -5.434 0.531
H 4.242 -3.237 1.667
H 6.367 -2.164 2.308
H 7.072 -0.067 1.206
H 5.635 0.975 -0.514
H 3.486 -0.080 -1.130
```

The energy above the lowest of the compared OMol25 structures with the same formula, charge and spin comes out at 0.0 kcal/mol. The HOMO-LUMO gap is 0.2546 hartree.

Atomic partial charges in e from the Mulliken method, atoms 1 to 99: number 1, Sn, carries 1.40; number 2, O, carries -0.75; number 3, C, carries 0.44; number 4, C, carries -0.33; number 5, C, carries -0.54; number 6, C, carries -0.77; number 7, C, carries -0.84; number 8, C, carries 0.93; number 9, C, carries -0.51; number 10, N, carries 0.13; number 11, C, carries -1.68; number 12, C, carries -0.19; number 13, N, carries 0.56; number 14, C, carries -0.95; number 15, C, carries 1.05; number 16, C, carries 0.29; number 17, C, carries -0.91; number 18, C, carries -0.59; number 19, C, carries -0.76; number 20, C, carries -0.53; number 21, O, carries -0.66; number 22, H, carries 0.29; number 23, H, carries 0.42; number 24, H, carries 0.38; number 25, H, carries 0.32; number 26, H, carries 0.27; number 27, H, carries 0.55; number 28, H, carries 0.48; number 29, H, carries 0.26; number 30, H, carries 0.32; number 31, H, carries 0.31; number 32, H, carries 0.47; number 33, H, carries 0.47; number 34, H, carries 0.39; number 35, H, carries 0.48; number 36, C, carries 0.02; number 37, Te, carries 0.14; number 38, C, carries -1.11; number 39, C, carries 0.65; number 40, C, carries -0.73; number 41, C, carries -0.55; number 42, C, carries -0.65; number 43, C, carries -0.60; number 44, C, carries 0.24; number 45, H, carries -0.05; number 46, H, carries 0.20; number 47, H, carries 0.27; number 48, H, carries 0.52; number 49, H, carries 0.43; number 50, H, carries 0.39; number 51, H, carries 0.41; number 52, H, carries 0.48; number 53, C, carries -0.93; number 54, N, carries 0.47; number 55, C, carries -0.15; number 56, C, carries -1.18; number 57, C, carries -0.13; number 58, O, carries -0.64; number 59, N, carries 1.33; number 60, C, carries -0.45; number 61, O, carries -0.74; number 62, H, carries 0.35; number 63, H, carries 0.26; number 64, H, carries 0.18; number 65, H, carries 0.38; number 66, H, carries 0.52; number 67, N, carries 0.68; number 68, P, carries 2.10; number 69, C, carries -0.02; number 70, C, carries 0.02; number 71, C, carries -0.84; number 72, C, carries -0.63; number 73, C, carries -0.69; number 74, C, carries -0.61; number 75, C, carries -0.13; number 76, C, carries 0.24; number 77, C, carries -0.43; number 78, C, carries -0.73; number 79, C, carries -0.70; number 80, C, carries -0.47; number 81, C, carries 0.29; number 82, C, carries -0.74; number 83, C, carries -0.73; number 84, C, carries -0.58; number 85, C, carries -0.58; number 86, C, carries -0.25; number 87, H, carries 0.23; number 88, H, carries 0.45; number 89, H, carries 0.39; number 90, H, carries 0.42; number 91, H, carries 0.42; number 92, H, carries -0.17; number 93, H, carries 0.46; number 94, H, carries 0.41; number 95, H, carries 0.44; number 96, H, carries 0.43; number 97, H, carries 0.44; number 98, H, carries 0.44; number 99, H, carries 0.39

Record 3
DFT (ωB97M-V/def2-TZVPD) results for C6H6BrF3 in the gas phase.

XYZ file:
```
16
Properties=species:S:1:pos:R:3
C -1.918 -1.631 0.532
C 1.068 -1.298 -0.408
C -0.993 -0.704 0.855
C 0.301 -0.553 0.322
C 0.773 1.181 0.505
C 0.540 1.725 -0.883
F 0.755 3.072 -0.961
F 1.104 1.212 -1.929
F -0.826 1.582 -1.094
Br 2.723 1.216 0.978
H -2.901 -1.665 1.103
H -1.838 -2.634 -0.075
H 1.686 -0.780 -1.149
H 0.752 -2.303 -0.697
H -1.344 -0.066 1.695
H 0.118 1.646 1.206
```

The energy above the lowest of the compared OMol25 structures with the same formula, charge and spin comes out at 0.0 kcal/mol. The HOMO-LUMO gap is 0.3481 hartree. Its SMILES is C=CC(=C)[C@@H](Br)C(F)(F)F.

How positive or negative is each atom? The natural (NBO) charges in e answer that: number 1, C, carries -0.32; number 2, C, carries -0.39; number 3, C, carries -0.29; number 4, C, carries 0.02; number 5, C, carries -0.32; number 6, C, carries 0.94; number 7, F, carries -0.33; number 8, F, carries -0.29; number 9, F, carries -0.35; number 10, Br, carries 0.03; number 11, H, carries 0.20; number 12, H, carries 0.21; number 13, H, carries 0.23; number 14, H, carries 0.21; number 15, H, carries 0.22; number 16, H, carries 0.24

Record 4
DFT (ωB97M-V/def2-TZVPD) results for C6H10O5 in the gas phase.

XYZ file:
```
21
Properties=species:S:1:pos:R:3
C 0.188 -1.469 0.507
C -1.370 -0.035 -0.310
C 1.446 -0.718 0.246
C 1.405 0.760 0.736
C 0.475 1.575 -0.264
C -2.814 -0.131 -0.094
O -0.950 1.213 -0.172
O 0.099 -2.530 -0.226
O 1.855 -0.736 -1.107
O 0.896 0.982 2.036
O 0.799 1.590 -1.588
H 2.299 -1.101 0.969
H 2.315 1.290 0.587
H 0.372 2.481 0.240
H -2.966 -1.098 0.511
H -3.378 -0.181 -1.136
H -3.076 0.742 0.345
H -0.521 -3.192 -0.042
H 2.463 -1.423 -1.385
H -0.028 1.234 2.072
H 0.491 0.748 -1.924
```

The energy above the lowest of the compared OMol25 structures with the same formula, charge and spin comes out at 165.0 kcal/mol. The HOMO-LUMO gap is 0.2779 hartree.

How positive or negative is each atom? The natural (NBO) charges in e answer that: number 1, C, carries 0.19; number 2, C, carries 0.35; number 3, C, carries -0.08; number 4, C, carries 0.07; number 5, C, carries 0.37; number 6, C, carries -0.76; number 7, O, carries -0.55; number 8, O, carries -0.69; number 9, O, carries -0.76; number 10, O, carries -0.71; number 11, O, carries -0.68; number 12, H, carries 0.21; number 13, H, carries 0.19; number 14, H, carries 0.16; number 15, H, carries 0.25; number 16, H, carries 0.26; number 17, H, carries 0.21; number 18, H, carries 0.49; number 19, H, carries 0.49; number 20, H, carries 0.48; number 21, H, carries 0.50

Number 1: HOMO -6.65 eV, LUMO -4.86 eV. Number 2: HOMO -6.98 eV, LUMO -0.05 eV. Number 3: HOMO -9.52 eV, LUMO -0.05 eV. Number 4: HOMO -7.16 eV, LUMO 0.40 eV.